ORCA calculation (the ωB97M-V functional and the def2-TZVPD basis) on a molecular structure, C30H55I2O2PSi4Sn in a non-equilibrium geometry.

Geometry as XYZ:
```
95
Properties=species:S:1:pos:R:3:forces:R:3
H -11.7247 -15.5474 5.0939 -0.08 0.23 -0.14
C -7.7790 -20.8947 -0.4262 -0.59 -0.16 -0.15
C -7.7728 -13.8244 6.0547 -0.02 -0.39 0.54
Si -7.6730 -20.0255 1.2545 1.42 0.31 -0.16
H -9.5633 -22.2341 4.2418 -0.50 0.39 0.37
C -11.4826 -18.5393 -1.0183 0.05 -0.75 0.16
H -13.0749 -20.3673 4.8202 0.26 0.33 -0.51
H -10.4561 -12.2174 6.2626 -0.25 0.03 -0.71
H -5.9463 -12.9302 0.0458 -0.32 -0.04 0.42
C -8.3626 -14.1685 7.4229 -0.79 -0.27 0.44
C -12.5794 -19.6630 4.1153 -0.25 0.23 0.05
H -6.7650 -12.0907 6.7946 -0.70 -0.17 -0.63
H -9.3396 -13.6692 7.6009 0.61 -0.19 -0.08
H -12.7323 -16.0881 0.9274 0.16 -0.86 0.43
H -12.6769 -21.4360 1.3072 0.19 -0.25 0.50
H -6.1672 -18.1615 1.9749 -0.04 -0.06 -0.31
H -6.4704 -15.6095 5.9035 -0.01 0.49 -0.02
H -7.4676 -22.1436 2.5584 0.55 0.42 -0.07
Sn -9.3595 -17.1573 4.2749 1.59 -0.27 0.68
Si -10.9178 -17.7402 0.5945 -0.84 1.27 -0.71
H -13.3341 -17.7393 1.3414 0.44 0.32 0.01
H -5.7841 -14.2303 6.8020 -0.53 -0.14 -0.68
H -6.7588 -21.3229 -0.6368 -0.95 0.38 0.32
C -3.8109 -19.7110 6.2239 0.64 -0.25 -0.64
O -7.1887 -18.0933 4.1652 -0.51 0.45 0.71
C -6.5183 -14.4997 1.3844 0.16 -0.32 0.38
C -12.0396 -21.8916 2.0917 0.40 0.15 -0.58
P -8.9183 -14.4281 4.6490 0.08 0.48 0.31
H -8.0296 -20.1861 -1.2427 0.11 -0.46 0.41
C -7.2157 -14.8569 2.5346 -0.33 0.72 0.09
H -11.1861 -14.7094 6.5316 -0.18 0.32 -0.40
H -7.0852 -15.8345 2.9920 0.00 -0.13 -0.26
H -10.0839 -11.5518 4.6330 -0.42 -0.31 0.34
H -12.1693 -19.3925 -0.8386 0.32 0.47 -0.15
H -12.3151 -13.5492 3.2430 1.20 -0.03 -0.01
I -13.4067 -18.3210 8.2997 0.70 0.06 -0.25
H -7.0928 -11.9866 5.0381 -0.25 -0.21 0.53
C -10.7309 -12.2600 5.1851 -0.05 1.28 0.74
I -10.7848 -18.2063 7.5989 -0.62 0.07 -0.03
H -11.1501 -22.1121 5.1308 0.60 0.29 -0.28
C -7.5253 -12.3239 6.0025 0.11 0.98 -0.13
C -6.4095 -14.5020 5.9152 0.55 -0.61 0.09
C -3.8973 -19.9530 7.5857 -0.47 0.15 0.11
H -4.8297 -19.0720 4.4169 0.09 0.01 0.68
H -7.1009 -18.9112 8.0341 0.15 0.00 0.02
C -10.3483 -21.5385 4.6129 0.37 0.07 -0.24
C -6.8534 -21.2246 2.4410 -0.54 -0.06 0.39
H -2.8720 -19.9367 5.6972 -0.57 0.09 0.22
H -8.5314 -21.7192 -0.4170 0.64 0.51 -0.18
C -8.0391 -13.9007 3.1683 0.43 -0.79 -0.56
Si -9.7905 -19.1396 2.0974 0.35 -0.45 -0.83
H -3.0649 -20.3913 8.1380 -0.22 0.23 -0.19
H -11.7891 -11.8885 5.1033 0.93 -0.38 0.00
H -10.9845 -14.6016 2.6755 -0.05 0.09 0.10
H -5.9250 -15.2410 0.8634 0.06 0.03 0.09
H -12.6627 -22.5458 2.7473 0.45 0.52 -0.44
H -11.2947 -22.5234 1.5582 -0.46 0.28 0.43
C -6.1671 -19.1318 7.5254 -0.44 0.28 0.36
H -12.5647 -14.0434 5.5776 0.56 -0.38 0.00
C -5.0986 -19.6476 8.2313 0.11 -0.24 0.36
H -7.6722 -13.8509 8.2274 -0.29 -0.09 -0.46
H -5.8647 -21.4728 2.0099 -0.46 -0.01 0.26
H -5.6009 -18.9054 0.4371 -0.53 0.16 0.34
H -8.5331 -15.2514 7.5456 0.13 0.25 -0.07
H -10.7597 -12.8381 2.6081 -0.37 -0.58 0.41
H -10.6104 -18.9297 -1.5724 -0.44 0.24 0.00
H -12.0249 -17.7804 -1.6276 0.46 -0.43 0.43
H -9.3575 -15.7714 0.9084 0.05 0.11 -0.16
H -10.6162 -15.5045 -0.3550 0.70 -0.55 0.29
C -7.3419 -12.2403 1.5499 0.03 -0.10 0.14
H -9.1512 -16.5263 -0.7231 -0.54 0.36 0.70
H -12.3433 -16.8424 2.5145 -0.06 -0.04 -0.44
H -5.2088 -19.8246 9.2997 0.05 0.00 -0.24
C -6.4936 -18.5586 1.0032 -0.20 0.27 -0.23
H -5.8768 -14.1647 5.0152 -0.13 -0.13 0.23
H -8.4426 -11.7425 6.2115 0.68 -0.22 -0.05
H -8.7545 -11.8759 3.1456 0.41 -0.18 -0.35
Si -11.2067 -20.5892 3.2152 -1.20 -1.36 1.31
C -8.0981 -12.6037 2.6552 -0.50 0.28 0.36
C -4.8937 -19.2076 5.5097 0.54 0.06 -1.02
H -13.3418 -19.2552 3.4296 0.26 -0.11 0.34
H -6.9646 -17.7363 0.4161 0.31 -0.48 0.34
C -11.5714 -14.5357 5.5074 -0.20 -0.55 0.66
O -8.2512 -17.8616 6.0708 -0.03 0.19 -0.84
H -6.7201 -20.7683 3.4393 0.05 -0.27 -0.41
C -9.8865 -16.2416 0.0743 -0.02 -0.15 -0.55
C -12.4665 -17.0568 1.4336 -0.37 0.44 0.21
H -12.1838 -18.8454 4.7417 -0.17 -0.14 -0.21
H -9.8960 -20.8290 5.3355 -0.17 -0.45 -0.22
H -7.3718 -11.2239 1.1774 -0.03 -0.05 0.04
C -6.5442 -13.1921 0.9278 0.09 0.07 -0.63
C -7.1921 -18.2700 5.4311 -0.39 0.13 -0.36
C -10.6587 -13.6654 4.6445 -0.04 -0.57 -0.03
C -11.1898 -13.6650 3.2159 -0.68 0.23 -0.85
C -6.0712 -18.8787 6.1581 -0.25 -0.11 0.15
```
Forces are in eV/Å.

charge	+2
frontier orbital gap	6.02	eV
ΔE to the lowest compared entry with this formula, charge and spin	0.00	kcal/mol

The net atomic charges from Mulliken, expressed in e, are: 0.223, -1.082, 1.816, 0.686, 0.316, -1.058, 0.394, 0.399, 0.405, -1.515, -0.621, 0.526, 0.279, 0.396, 0.333, -0.033, 0.165, 0.317, 0.662, 0.561, 0.429, 0.553, 0.341, -0.788, -1.454, -0.532, -1.096, 0.112, 0.329, -1.381, 0.204, 0.815, 0.286, 0.331, 0.539, -0.046, 0.309, -1.802, 0.281, 0.401, -1.568, -1.559, -0.506, 0.333, 0.374, -0.817, -0.713, 0.399, 0.335, 1.150, -0.394, 0.426, 0.501, 0.183, 0.503, 0.345, 0.333, -0.323, 0.560, -0.680, 0.522, 0.401, 0.508, 0.153, 0.323, 0.321, 0.348, -0.128, 0.412, -0.868, 0.386, 0.068, 0.418, -0.604, 0.337, 0.303, 0.269, 0.832, -0.306, -0.020, 0.302, 0.113, -1.440, -0.703, -0.001, -0.599, -0.776, -0.062, 0.086, 0.503, -0.780, 0.796, 2.069, -1.575, 0.510